(1)
DFT (ωB97M-V/def2-TZVPD) results for an isolated molecule of C9H15NO3S.

Geometry (Å):
C1 1.83 0.41 -0.13
C2 0.76 1.16 1.93
C3 -0.85 -1.43 1.53
C4 -1.94 -1.22 0.33
C5 -2.02 0.19 -0.02
C6 0.90 0.27 0.89
C7 -1.65 -2.07 -0.95
C8 1.54 2.86 -0.83
C9 2.51 1.73 -0.34
N1 0.46 -1.11 1.05
O1 0.29 0.58 3.13
O2 2.06 -0.48 -0.93
O3 0.82 2.35 1.88
S1 -2.80 1.33 0.86
H1 -1.30 -0.62 2.24
H2 -1.07 -2.38 1.98
H3 -2.88 -1.60 0.83
H4 -1.53 0.62 -0.89
H5 -0.52 -1.96 -1.11
H6 -2.15 -1.88 -1.86
H7 -1.80 -3.17 -0.80
H8 0.96 2.57 -1.78
H9 2.04 3.67 -1.22
H10 0.91 3.30 0.04
H11 3.04 2.07 0.62
H12 3.16 1.77 -1.32
H13 0.57 -0.43 3.12
H14 0.88 -1.80 0.49
H15 -2.82 0.48 1.93

Energy relative to the best compared isomer or geometry (same formula, charge and spin) ... 344.7 kJ/mol
HOMO energy (spin up / spin down) ... -8.4 / -7.3 eV
HOMO-LUMO gap (spin up / spin down) ... 8.10 / 5.57 eV
Net charge ... 0
Lowest unoccupied orbital energy (spin up / spin down) ... -0.0096 / -0.0634 hartree
Multiplicity ... 1

Partial atomic charges computed with the Mulliken method, in multiples of e:
1. C 0.844
2. C 0.366
3. C -0.833
4. C 0.282
5. C -0.366
6. C -0.054
7. C -1.430
8. C -1.110
9. C -0.356
10. N -0.276
11. O -0.648
12. O -0.654
13. O -0.535
14. S -0.134
15. H 0.261
16. H 0.498
17. H 0.387
18. H 0.350
19. H 0.252
20. H 0.410
21. H 0.316
22. H 0.252
23. H 0.490
24. H 0.238
25. H 0.302
26. H 0.254
27. H 0.371
28. H 0.375
29. H 0.148

(2)
DFT (ωB97M-V/def2-TZVPD) results for C9H15NO4RuS2Se2 as an isolated structure.

Geometry (Å):
Ru1 -0.27 -0.41 -0.32
O1 0.30 3.39 0.75
S1 0.03 1.97 0.67
O2 -1.06 1.60 -0.74
O3 1.08 0.93 -0.53
O4 -1.15 0.82 1.18
C1 5.29 -0.32 -0.08
Se1 3.31 0.79 0.55
C2 3.00 -0.73 1.37
C3 2.45 -2.39 0.45
Se2 1.08 -2.03 -0.70
C4 0.47 -3.79 -0.52
H1 5.39 0.69 -1.03
H2 5.02 -1.28 -0.36
H3 6.41 0.20 0.53
H4 1.74 -0.45 1.99
H5 3.71 -0.72 2.18
H6 2.07 -2.69 1.50
H7 3.47 -2.64 0.44
H8 0.33 -4.32 0.52
H9 1.11 -4.45 -0.86
H10 -0.33 -4.36 -1.07
S2 -2.28 -1.63 0.32
C5 -3.57 -0.15 -0.08
N1 -3.80 0.42 1.29
C6 -4.80 1.46 1.60
C7 -5.41 1.85 0.25
C8 -4.97 1.61 -1.14
C9 -4.24 0.60 -1.28
H11 -3.66 -0.14 2.01
H12 -5.18 1.84 2.42
H13 -6.08 2.95 0.48
H14 -5.08 1.97 -2.33
H15 -3.46 -0.06 -1.80

HOMO energy (spin up / spin down) ... -15.2 / -15.2 eV
HOMO-LUMO gap (spin up / spin down) ... 6.39 / 5.96 eV
Net charge ... +2
Lowest unoccupied orbital energy (spin up / spin down) ... -0.3231 / -0.3384 hartree
Multiplicity ... 5

Partial atomic charges computed with the Mulliken method, in multiples of e:
1. Ru 0.891
2. O -0.437
3. S 0.891
4. O -0.243
5. O -0.737
6. O -0.413
7. C -0.896
8. Se 0.575
9. C -0.963
10. C -0.611
11. Se 0.380
12. C -1.463
13. H 0.330
14. H 0.349
15. H 0.391
16. H 0.227
17. H 0.558
18. H 0.352
19. H 0.634
20. H 0.427
21. H 0.627
22. H 0.440
23. S -0.281
24. C 0.351
25. N -0.140
26. C -0.369
27. C -0.385
28. C -0.036
29. C -0.171
30. H 0.302
31. H 0.585
32. H 0.245
33. H 0.305
34. H 0.285

(3)
DFT (ωB97M-V/def2-TZVPD) results for an isolated molecule of C9H15NS2.

Geometry (Å):
C1 -0.57 1.77 -1.68
C2 -0.38 1.34 -0.48
C3 0.96 1.04 0.08
C4 1.75 2.41 0.04
C5 1.79 0.00 -0.81
C6 0.97 -1.10 -1.48
S1 -0.30 -1.68 -0.48
S2 -2.73 -1.87 -0.66
C7 -3.06 -1.51 1.09
C8 0.16 -1.64 1.15
C9 0.52 -0.49 1.90
N1 0.99 0.59 1.40
H1 -1.48 1.94 -2.15
H2 0.20 1.99 -2.35
H3 -1.12 1.02 0.31
H4 2.54 2.21 0.75
H5 1.21 3.27 0.36
H6 2.07 2.52 -0.96
H7 2.39 -0.54 -0.09
H8 2.35 0.50 -1.67
H9 0.61 -0.80 -2.48
H10 -0.16 -3.28 -0.91
H11 -3.71 -2.36 1.40
H12 -3.51 -0.56 1.16
H13 -2.22 -1.73 1.67
H14 0.04 -2.37 1.87
H15 0.69 -0.66 3.01

SMILES string ... C=C[C@]1(C)CC=[S@H](SC)=CC=N1
Energy relative to the best compared isomer or geometry (same formula, charge and spin) ... 696.9 kJ/mol
HOMO energy (spin up / spin down) ... -7.8 / -7.8 eV
HOMO-LUMO gap (spin up / spin down) ... 6.63 / 6.63 eV
Net charge ... 0
Lowest unoccupied orbital energy (spin up / spin down) ... -0.0445 / -0.0444 hartree
Multiplicity ... 1

Partial atomic charges computed with the Mulliken method, in multiples of e:
1. C -1.140
2. C -0.125
3. C 1.248
4. C -1.738
5. C -0.852
6. C -0.508
7. S 0.104
8. S -0.183
9. C -0.719
10. C -0.887
11. C 0.025
12. N -0.634
13. H 0.349
14. H 0.291
15. H 0.399
16. H 0.438
17. H 0.339
18. H 0.408
19. H 0.442
20. H 0.335
21. H 0.277
22. H 0.335
23. H 0.350
24. H 0.257
25. H 0.224
26. H 0.618
27. H 0.350

(4)
DFT (ωB97M-V/def2-TZVPD) results for a 2-piece molecular cluster, C9H15O2P overall.

Geometry (Å):
C1 -1.19 -0.98 -2.71
C2 0.30 -1.15 -2.51
O1 0.59 -1.58 -1.17
C3 0.56 -2.87 -0.75
C4 -0.07 -3.91 -1.63
O2 0.97 -3.17 0.37
H1 -1.73 -1.92 -2.57
H2 -1.40 -0.60 -3.71
H3 -1.59 -0.27 -1.97
H4 0.75 -1.83 -3.24
H5 0.80 -0.19 -2.64
H6 -1.11 -4.05 -1.34
H7 0.47 -4.85 -1.51
H8 -0.02 -3.67 -2.70
C5 0.88 6.12 2.08
C6 0.04 4.98 1.86
C7 -0.71 3.51 1.62
P1 0.24 2.22 2.72
C8 -0.02 0.44 2.04
C9 1.12 -0.53 2.29
H9 1.75 6.78 2.56
H10 -1.81 3.64 2.03
H11 -0.66 3.24 0.47
H12 -0.34 2.37 4.05
H13 -0.99 0.07 1.46
H14 1.46 -1.36 1.55
H15 1.70 -0.43 3.33

SMILES string ... CCOC(C)=O.C#CCPC=C
Energy relative to the best compared isomer or geometry (same formula, charge and spin) ... 714.9 kJ/mol
HOMO energy ... -8.1 eV
HOMO-LUMO gap ... 8.44 eV
Net charge ... 0
Lowest unoccupied orbital energy ... 0.0140 hartree
Multiplicity ... 1

Partial atomic charges computed with the Mulliken method, in multiples of e:
1. C -0.918
2. C -0.430
3. O -0.331
4. C 0.877
5. C -1.142
6. O -0.584
7. H 0.269
8. H 0.365
9. H 0.264
10. H 0.360
11. H 0.322
12. H 0.262
13. H 0.329
14. H 0.337
15. C -0.323
16. C -0.194
17. C -0.374
18. P -0.070
19. C -0.192
20. C -0.432
21. H 0.306
22. H 0.284
23. H 0.274
24. H 0.046
25. H 0.291
26. H 0.191
27. H 0.213

(5)
DFT (ωB97M-V/def2-TZVPD) results for an isolated molecule of C9H15O3P.

Geometry (Å):
C1 1.90 -2.68 -1.36
C2 1.59 -1.90 -0.47
P1 1.00 -0.42 0.42
O1 0.79 -1.11 1.93
C3 -0.44 0.29 -0.31
C4 -1.53 -0.63 0.08
C5 -2.84 0.13 -0.07
O2 -2.87 1.34 -0.20
O3 -3.91 -0.65 -0.08
C6 -5.21 -0.15 0.14
C7 2.34 0.87 0.43
C8 2.64 1.55 -0.97
C9 3.55 0.36 1.09
H1 2.00 -3.50 -1.91
H2 -0.34 0.43 -1.40
H3 -0.66 1.23 0.27
H4 -1.22 -1.10 1.07
H5 -1.62 -1.55 -0.50
H6 -5.32 0.80 -0.54
H7 -5.42 0.20 1.24
H8 -5.76 -1.06 -0.22
H9 2.01 1.64 1.05
H10 3.44 2.34 -0.91
H11 2.82 0.78 -1.62
H12 1.71 2.01 -1.12
H13 4.15 -0.35 0.57
H14 3.06 -0.09 1.98
H15 4.15 1.22 1.42

SMILES string ... C#C[P@](=O)(CCC(=O)OC)C(C)C
Energy relative to the best compared isomer or geometry (same formula, charge and spin) ... 38.0 kJ/mol
HOMO energy ... -9.5 eV
HOMO-LUMO gap ... 10.21 eV
Net charge ... 0
Lowest unoccupied orbital energy ... 0.0265 hartree
Multiplicity ... 1

Partial atomic charges computed with the Mulliken method, in multiples of e:
1. C 0.089
2. C -0.989
3. P 0.979
4. O -0.794
5. C -0.212
6. C -1.084
7. C 0.643
8. O -0.598
9. O -0.273
10. C -0.574
11. C 0.369
12. C -1.554
13. C -1.641
14. H 0.548
15. H 0.423
16. H 0.297
17. H 0.453
18. H 0.339
19. H 0.271
20. H 0.244
21. H 0.224
22. H 0.428
23. H 0.368
24. H 0.411
25. H 0.448
26. H 0.353
27. H 0.417
28. H 0.414

(6)
DFT (ωB97M-V/def2-TZVPD) results for C9H16AlF3O5S as an isolated structure.

Geometry (Å):
Al1 6.64 -23.78 -24.29
C1 6.20 -23.57 -28.20
F1 5.37 -24.50 -27.87
F2 7.10 -24.08 -29.12
F3 5.50 -22.57 -28.71
S1 7.20 -22.91 -26.64
O1 6.28 -22.38 -25.66
O2 7.72 -24.09 -25.87
O3 8.23 -22.00 -27.13
C2 8.91 -20.48 -23.67
C3 9.73 -21.24 -24.68
C4 8.60 -22.05 -25.28
O4 7.73 -22.43 -24.21
C5 8.06 -21.59 -23.12
H1 8.37 -19.65 -24.13
H2 9.50 -20.01 -22.88
H3 10.46 -21.88 -24.17
H4 10.26 -20.59 -25.37
H5 8.96 -22.87 -25.89
H6 7.91 -21.52 -25.95
H7 8.66 -22.13 -22.39
H8 7.16 -21.24 -22.62
C6 4.98 -20.28 -22.96
C7 5.91 -19.88 -24.02
C8 6.20 -21.23 -24.75
O5 6.00 -22.29 -23.75
C9 5.40 -21.71 -22.56
H9 3.97 -20.30 -23.37
H10 5.00 -19.58 -22.12
H11 6.81 -19.40 -23.65
H12 5.49 -19.11 -24.67
H13 7.20 -21.21 -25.16
H14 5.53 -21.37 -25.60
H15 6.19 -21.57 -21.82
H16 4.54 -22.29 -22.21

HOMO energy ... -15.7 eV
HOMO-LUMO gap ... 4.34 eV
Net charge ... +2
Lowest unoccupied orbital energy ... -0.4188 hartree
Multiplicity ... 1

Partial atomic charges computed with the Mulliken method, in multiples of e:
1. Al 0.092
2. C 0.885
3. F -0.166
4. F -0.162
5. F -0.160
6. S 0.887
7. O 0.021
8. O -0.401
9. O -0.524
10. C -0.801
11. C -0.809
12. C -0.454
13. O 0.015
14. C 0.276
15. H 0.100
16. H 0.621
17. H 0.293
18. H 0.434
19. H 0.642
20. H 0.377
21. H 0.691
22. H -0.511
23. C -0.607
24. C -0.909
25. C -0.158
26. O -0.076
27. C -0.486
28. H 0.293
29. H 0.452
30. H 0.099
31. H 0.474
32. H -0.312
33. H 1.118
34. H 0.299
35. H 0.468

What are the DFT total energy values for these records? In order: -1030.4520; -6400.2601; -1202.7403; -843.4482; -918.8889; -1667.4475 a.u..